Molecular formula: C3H8N4
Method: DFT, ωB97M-V/def2-TZVPD

The geometry in ORCA input format:
```
! wB97M-V def2-TZVPD RIJCOSX def2/J DEFGRID3
* xyz 0 1
C 1.46167 -0.55729 0.48762
C 0.35719 0.50158 0.33238
C -2.59656 0.01448 -1.35410
H 3.75079 0.09466 0.82379
H 2.53460 1.05940 -0.28839
H 0.12118 -1.89578 0.48288
H 0.46103 1.29269 -0.35739
H 0.35423 1.08174 1.29129
H -1.50301 -0.03812 1.13038
H -2.81974 0.32464 -2.41195
H -3.48073 0.19760 -0.73297
N 2.48890 0.28138 0.32347
N 1.18589 -1.70714 0.93085
N -0.94568 -0.32191 0.34954
N -1.36977 -0.32795 -1.00740
*
```

Relative energy (zero: lowest compared OMol25 entry of this formula, charge and spin) (eV): 5.959
Frontier orbital gap (eV): 9.40
Maximum force (eV Å⁻¹): 9.618
Energy (Eh): -337.9348
HOMO level (hartree): -0.317

Results of the natural (NBO) charge analysis, in e, for atoms 1 through 4: C 0.40; C -0.29; C -0.15; H 0.36